1.
{
  "formula": "C4H8N2O3",
  "method": "ωB97M-V/def2-TZVPD",
  "gap_ev": [8.81, 8.81],
  "charge": 0,
  "e_tot_ev": -13397.225,
  "spin_multiplicity": 1,
  "homo_energy_ev": [-8.965, -8.967],
  "e_above_lowest_kcal_mol": 102.9,
  "smiles": "C[C@@](N)(CC(=O)O)N=O",
  "species": ["C", "C", "N", "C", "C", "O", "O", "N", "O", "H", "H", "H", "H", "H", "H", "H", "H"],
  "xyz": [[0.41, -1.35, -0.88], [-0.38, -0.67, 0.22], [0.13, -0.94, 1.54], [-0.88, 0.79, -0.04], [0.60, 1.63, 0.19], [0.74, 2.50, 1.02], [1.57, 1.38, -0.70], [-1.88, -0.96, 0.10], [-2.39, -1.06, -1.03], [0.16, -0.96, -1.87], [1.49, -1.20, -0.75], [0.18, -2.42, -0.89], [-0.49, -0.56, 2.25], [1.05, -0.51, 1.65], [-1.47, 1.21, 0.78], [-1.12, 1.09, -1.06], [2.27, 2.04, -0.53]]
}

2.
{
  "formula": "C4H8N2O4",
  "method": "ωB97M-V/def2-TZVPD",
  "gap_ev": 7.91,
  "charge": 0,
  "e_tot_ev": -15443.405,
  "spin_multiplicity": 1,
  "homo_energy_ev": -7.589,
  "e_above_lowest_kcal_mol": 125.5,
  "smiles": "C[C@@]1(O)[NH2+]C(O)=C([O-])N1O",
  "species": ["C", "C", "O", "N", "C", "O", "C", "O", "N", "O", "H", "H", "H", "H", "H", "H", "H", "H"],
  "xyz": [[1.77, -0.37, 0.25], [0.61, 0.47, -0.43], [1.12, 1.59, -1.12], [-0.23, -0.42, -1.25], [-1.13, -1.04, -0.11], [-2.18, -1.60, -0.84], [-1.22, -0.04, 0.83], [-1.89, -0.02, 1.82], [-0.33, 1.02, 0.52], [0.32, 1.57, 1.67], [2.36, -0.72, -0.56], [1.21, -1.22, 0.59], [2.19, 0.32, 0.90], [0.89, 2.40, -0.65], [0.30, -1.22, -1.84], [-0.88, -0.08, -1.93], [-2.54, -2.30, -0.32], [-0.35, 1.68, 2.46]]
}

3.
{
  "formula": "C4H8N2O6",
  "method": "ωB97M-V/def2-TZVPD",
  "gap_ev": 10.57,
  "charge": 0,
  "e_tot_ev": -19536.882,
  "spin_multiplicity": 1,
  "homo_energy_ev": -10.860,
  "e_above_lowest_kcal_mol": 0.0,
  "smiles": "CC(C)(C(=O)O)[N+](=O)[O-].O=NO",
  "species": ["C", "C", "C", "C", "O", "O", "N", "O", "O", "H", "H", "H", "H", "H", "H", "H", "O", "N", "O", "H"],
  "xyz": [[-1.69, 0.96, -0.92], [-1.05, -0.10, 0.08], [-1.62, 0.28, 1.49], [0.48, 0.03, -0.06], [1.19, -0.43, 0.78], [0.94, 0.80, -1.00], [-1.31, -1.42, -0.30], [-2.34, -1.92, 0.11], [-0.59, -1.93, -1.15], [-1.15, 0.92, -1.83], [-1.55, 1.91, -0.47], [-2.71, 0.91, -1.20], [-2.63, -0.14, 1.66], [-1.08, -0.36, 2.26], [-1.75, 1.35, 1.79], [2.05, 0.61, -1.19], [3.69, 0.50, -0.99], [4.39, -0.25, -0.36], [3.84, -0.97, 0.54], [2.89, -0.77, 0.75]]
}

4.
{
  "formula": "C4H8N2O8",
  "method": "ωB97M-V/def2-TZVPD",
  "gap_ev": 9.56,
  "charge": 0,
  "e_tot_ev": -23627.634,
  "spin_multiplicity": 1,
  "homo_energy_ev": -10.030,
  "e_above_lowest_kcal_mol": 48.1,
  "smiles": "O=[N+]([O-])O[N+](=O)[O-].C[C@H](O)C(=O)CO",
  "species": ["O", "N", "O", "O", "N", "O", "O", "C", "C", "O", "C", "O", "C", "O", "H", "H", "H", "H", "H", "H", "H", "H"],
  "xyz": [[-3.73, 1.32, 1.11], [-4.19, 1.15, 0.09], [-4.77, 1.79, -0.67], [-4.10, -0.25, -0.42], [-3.24, -1.21, 0.27], [-3.58, -2.26, -0.08], [-2.42, -0.88, 1.04], [1.35, 1.12, 0.09], [0.04, 0.50, 0.55], [0.25, -0.54, 1.53], [-0.92, 0.12, -0.61], [-1.84, 0.83, -1.00], [-0.70, -1.18, -1.40], [0.31, -1.99, -0.86], [1.28, 2.10, -0.27], [1.76, 0.46, -0.68], [1.87, 1.25, 0.97], [-0.50, 1.41, 0.97], [-0.54, -0.76, 1.93], [-0.62, -0.85, -2.40], [-1.58, -1.77, -1.56], [0.50, -1.66, -0.03]]
}

> What is the formula in the fourth record?

C4H8N2O8

> Which formula does entry 4 have?

C4H8N2O8

> What is the formula in the fourth record?

C4H8N2O8